(1)
78
Properties=species:S:1:pos:R:3:forces:R:3:mulliken_charge:R:1 method="wB97M-V/def2-TZVPD" lumo_ev="-5.99 / -6.06" fmax_ev_per_a=1.14 total_energy_ev=-63801.6613 e_above_lowest_ev=1.116 homo_lumo_gap_ev="5.916 / 5.786" charge=+2 homo_ev="-11.9 / -11.8"
Hf -0.511 0.418 0.440 1.1 0.2 0.2 1.8650
C 0.113 -1.926 -4.931 0.0 0.0 0.0 -0.6533
C -0.651 -2.565 -3.967 0.0 0.0 0.0 -0.9475
C -1.146 -1.855 -2.880 0.0 -0.1 -0.1 -0.0077
C -0.869 -0.502 -2.746 0.0 -0.1 0.0 -0.6470
C -0.111 0.142 -3.721 0.0 0.0 0.0 0.6595
C 0.377 -0.567 -4.807 0.0 0.0 0.0 -0.9355
N -1.364 0.249 -1.629 0.0 0.4 0.3 0.1209
C -2.279 1.189 -1.935 -0.1 -0.1 -0.1 1.0691
C -3.042 1.198 -3.142 0.0 0.0 0.0 -1.0037
C -3.960 2.176 -3.368 0.0 0.0 0.0 -0.6681
C -4.192 3.237 -2.445 0.0 0.0 0.0 -0.7381
C -3.490 3.276 -1.288 -0.1 -0.1 0.0 -0.7868
C -2.531 2.259 -1.021 0.0 0.1 0.1 0.7280
N -1.729 2.278 0.064 -0.2 0.2 -0.2 1.5367
N -1.898 3.160 0.971 0.0 0.1 0.1 -1.5953
C -0.880 3.164 1.922 -0.4 0.1 -0.1 0.1050
C -1.003 4.088 2.958 0.3 0.0 0.0 -0.6645
C 0.048 4.217 3.839 0.0 0.0 0.0 -0.2858
C 1.188 3.435 3.649 0.0 0.0 0.0 -1.1370
C 1.194 2.512 2.627 0.0 0.0 0.0 -0.1668
N 0.164 2.334 1.791 -0.2 -0.1 -0.1 0.1098
H 0.488 -2.477 -5.783 0.0 0.0 0.0 0.4510
H -0.886 -3.617 -4.069 0.0 0.0 0.0 0.4658
H -1.771 -2.341 -2.144 0.2 0.1 -0.3 0.2056
H 0.088 1.203 -3.625 0.0 0.0 0.0 0.5256
H 0.961 -0.056 -5.562 0.0 0.0 0.0 0.4423
H -2.899 0.406 -3.862 0.0 0.0 0.0 0.5333
H -4.541 2.145 -4.282 0.0 0.0 0.0 0.4405
H -4.920 4.000 -2.679 0.0 0.0 0.0 0.4348
H -3.626 4.063 -0.561 0.0 0.0 0.0 0.4882
H -1.896 4.692 3.016 0.0 0.0 0.0 0.5390
H 0.001 4.930 4.650 0.0 0.0 0.0 0.4587
H 2.054 3.544 4.286 0.0 0.0 0.0 0.4431
H 2.065 1.899 2.441 0.0 0.0 0.0 0.3940
N -1.661 -3.894 2.315 0.0 0.0 -0.1 -0.2873
C -1.291 -3.208 1.203 -0.2 -0.2 0.3 0.3567
S -2.519 -3.040 -0.052 -0.2 -0.1 0.3 -0.1266
N -0.089 -2.750 1.144 -0.1 0.1 0.0 -1.4217
N 0.182 -1.770 0.173 0.4 0.0 -0.5 1.4287
C 1.154 -2.078 -0.617 0.0 0.0 0.1 -1.0802
C 1.930 -1.200 -1.472 0.0 0.0 -0.1 1.7925
C 2.737 -1.820 -2.440 0.0 0.0 0.0 -1.1134
C 3.540 -1.084 -3.284 0.0 0.0 0.0 -0.9672
C 3.556 0.303 -3.162 0.0 0.0 0.0 -0.5814
C 2.782 0.942 -2.210 0.1 0.0 0.1 -0.7984
C 1.964 0.206 -1.355 -0.1 -0.1 0.0 0.1233
O 1.244 0.831 -0.419 0.2 -0.3 -0.2 -0.5281
H -2.409 -4.562 2.236 0.0 0.0 0.0 0.2677
H -0.944 -4.085 2.996 0.0 0.0 0.0 0.2433
H 1.475 -3.120 -0.599 0.0 0.0 0.0 0.5366
H 2.706 -2.900 -2.529 0.0 0.0 0.0 0.4427
H 4.141 -1.577 -4.035 0.0 0.0 0.0 0.4815
H 4.175 0.895 -3.824 0.0 0.0 0.0 0.4577
H 2.786 2.020 -2.114 0.0 0.0 0.0 0.5505
N 5.482 -0.633 2.321 0.0 0.0 0.0 -0.2606
C 4.082 -0.755 2.889 0.1 0.0 0.0 -0.7087
C 3.051 -0.511 1.790 0.0 -0.1 -0.1 -0.8335
N 1.682 -0.590 2.242 -0.1 0.2 0.1 -0.3258
H 6.197 -0.777 3.037 0.0 0.0 0.0 0.3796
H 5.635 0.291 1.909 0.0 0.0 0.0 0.3589
H 5.640 -1.323 1.582 0.0 0.0 0.0 0.3544
H 4.008 -0.025 3.694 0.0 0.0 0.0 0.4191
H 4.004 -1.755 3.311 0.0 0.0 0.0 0.3748
H 3.191 -1.251 0.997 0.0 0.0 0.0 0.3940
H 3.224 0.466 1.323 0.0 0.0 0.0 0.3827
H 1.478 -0.026 3.059 0.0 -0.1 0.0 0.3535
H 1.358 -1.538 2.410 0.0 0.0 -0.1 0.2537
N -4.349 -1.540 2.568 0.0 0.0 -0.1 -0.4445
C -3.243 -0.855 3.215 0.0 0.0 0.0 -0.9464
C -2.253 -0.348 2.208 -0.1 -0.1 0.1 0.5740
O -2.568 -0.181 0.996 -0.4 -0.1 0.2 -0.5849
O -1.051 -0.080 2.547 -0.1 0.0 0.0 -0.6098
H -3.485 -2.645 0.815 0.0 -0.2 0.1 0.1146
H -4.861 -0.910 1.961 0.0 0.1 0.0 0.2296
H -4.998 -1.893 3.261 0.0 0.0 0.0 0.2449
H -2.710 -1.546 3.869 0.0 0.0 0.0 0.3532
H -3.519 0.011 3.833 0.0 0.0 0.0 0.3715


(2)
17
Properties=species:S:1:pos:R:3:forces:R:3:mulliken_charge:R:1 method="wB97M-V/def2-TZVPD" lumo_ev=0.82 fmax_ev_per_a=0.41 total_energy_ev=-9440.6992 e_above_lowest_ev=2.344 homo_lumo_gap_ev=10.266 charge=0 homo_ev=-9.4
O -0.880 -0.847 1.921 0.0 -0.3 0.1 -0.5055
C -1.679 -0.577 0.780 -0.2 0.1 -0.3 -0.5246
C -0.962 0.467 -0.060 0.0 0.0 0.0 -0.7886
C 0.399 -0.044 -0.504 -0.1 -0.1 0.0 0.2466
C 1.266 0.806 -1.442 -0.2 0.1 -0.3 -0.5316
O 2.400 0.694 -0.574 0.2 0.1 0.0 -0.4275
C 1.595 0.086 0.451 -0.1 -0.2 0.3 -0.4727
H -0.972 -1.778 2.149 0.0 0.1 0.1 0.3004
H -2.679 -0.227 1.076 0.2 0.0 0.0 0.2920
H -1.813 -1.486 0.173 0.0 0.1 0.1 0.3727
H -0.850 1.390 0.524 0.0 -0.1 -0.1 0.3458
H -1.584 0.712 -0.932 0.1 -0.1 0.1 0.3098
H 0.300 -1.070 -0.879 0.0 0.1 0.0 0.3297
H 0.932 1.848 -1.552 0.1 -0.1 0.1 0.2697
H 1.463 0.388 -2.437 0.0 0.1 0.1 0.2670
H 2.035 -0.844 0.826 -0.1 0.1 -0.1 0.2466
H 1.424 0.767 1.295 0.0 -0.1 -0.1 0.2702


(3)
73
Properties=species:S:1:pos:R:3:forces:R:3:mulliken_charge:R:1 method="wB97M-V/def2-TZVPD" lumo_ev=0.17 fmax_ev_per_a=1.25 total_energy_ev=-82606.3571 e_above_lowest_ev=0.468 homo_lumo_gap_ev=8.473 charge=0 homo_ev=-8.3
Na -0.261 2.631 -1.626 -1.2 -0.1 0.3 0.7613
C -5.494 -2.968 1.702 0.3 0.4 0.3 -0.6737
S -4.935 -1.882 3.047 -0.1 0.1 -0.1 -0.1262
C -4.128 -0.560 2.091 -0.1 -0.5 0.2 -1.0158
C -2.731 -0.935 1.619 -0.1 0.1 0.0 1.2889
C -2.208 0.154 0.686 -0.4 -0.2 0.3 -2.1920
N -0.797 -0.034 0.256 0.4 0.1 -0.3 0.8824
P 0.049 1.382 0.850 0.2 -0.5 1.0 -0.9783
C -0.185 1.006 2.634 -0.2 0.3 -0.1 0.9860
C -0.747 1.954 3.475 0.0 0.0 -0.2 -0.5488
C -0.992 1.648 4.803 -0.1 0.0 0.2 -0.6471
C -0.680 0.392 5.294 0.0 0.1 0.1 -0.5926
C -0.088 -0.548 4.465 0.1 -0.1 -0.1 -0.4563
C 0.163 -0.242 3.142 0.1 0.1 0.0 -0.7037
C 1.825 0.998 0.860 0.1 0.1 -0.1 1.7199
C 2.431 -0.233 0.681 -0.2 0.1 0.0 0.0855
C 3.811 -0.329 0.707 0.2 -0.1 0.0 -0.9443
C 4.588 0.795 0.927 0.1 -0.1 0.0 -0.7830
C 3.985 2.021 1.153 0.0 0.1 0.1 -0.4752
C 2.611 2.117 1.121 -0.1 0.0 0.1 -1.2475
P -0.879 -0.079 -1.495 0.0 -1.0 -0.1 -0.3240
C -1.739 -1.692 -1.637 -0.2 0.2 -0.1 1.1689
C -2.625 -1.857 -2.696 0.1 0.1 0.1 -0.9848
C -3.316 -3.046 -2.852 -0.1 -0.1 -0.1 -0.6431
C -3.127 -4.081 -1.953 -0.1 0.0 -0.1 -0.5835
C -2.237 -3.929 -0.902 0.0 -0.1 0.1 -0.9217
C -1.548 -2.740 -0.741 0.1 0.0 -0.1 -0.7348
C 0.747 -0.625 -2.119 -0.1 0.0 -0.1 1.4914
C 1.387 -1.815 -1.781 0.1 0.0 -0.2 -0.1305
C 2.573 -2.170 -2.399 -0.1 -0.1 0.2 -0.6584
C 3.115 -1.360 -3.383 0.0 0.1 -0.1 -0.6004
C 2.453 -0.205 -3.765 0.2 0.0 -0.2 -0.8013
C 1.276 0.158 -3.139 -0.1 0.0 0.1 -0.6586
H -6.084 -3.750 2.168 -0.1 -0.1 0.0 0.3733
H -4.644 -3.405 1.185 0.0 -0.1 -0.1 0.0860
H -6.110 -2.399 1.012 -0.1 0.0 -0.1 0.2508
H -4.090 0.295 2.767 0.0 0.1 -0.1 0.4264
H -4.779 -0.322 1.249 0.0 0.1 0.0 0.4004
H -2.766 -1.885 1.088 0.0 0.1 0.1 -0.3530
H -2.075 -1.055 2.481 0.0 0.0 -0.1 -0.2114
H -2.324 1.121 1.199 -0.1 -0.1 -0.2 0.6023
H -2.870 0.178 -0.194 0.1 0.2 0.1 0.7595
H -1.001 2.931 3.083 -0.1 0.0 0.0 0.4353
H -1.442 2.386 5.450 0.0 0.1 0.1 0.4362
H -0.901 0.141 6.321 0.0 0.0 0.1 0.4135
H 0.166 -1.527 4.846 0.0 -0.1 0.1 0.4339
H 0.617 -0.971 2.488 0.0 -0.1 0.0 0.1611
H 1.826 -1.107 0.504 0.0 0.0 0.0 0.2495
H 4.287 -1.284 0.542 0.0 -0.1 0.0 0.4375
H 5.664 0.721 0.924 0.1 -0.1 0.0 0.4100
H 4.590 2.896 1.339 0.0 0.1 0.0 0.4383
H 2.128 3.076 1.271 0.0 0.1 0.0 0.3664
H -2.773 -1.042 -3.393 -0.1 0.0 0.0 0.4206
H -4.012 -3.162 -3.670 -0.1 0.0 -0.1 0.4474
H -3.676 -5.004 -2.066 0.0 -0.1 0.0 0.4120
H -2.086 -4.737 -0.201 0.0 0.0 0.1 0.4393
H -0.875 -2.614 0.095 0.0 0.0 0.1 0.3791
H 0.953 -2.479 -1.052 0.0 -0.1 0.1 0.2114
H 3.067 -3.090 -2.122 0.0 -0.1 0.0 0.4449
H 4.038 -1.643 -3.866 0.1 0.0 -0.1 0.4104
H 2.848 0.406 -4.564 0.0 0.1 0.0 0.5257
H 0.750 1.049 -3.461 0.0 0.1 0.0 0.4730
Cl -0.555 4.298 -3.186 -0.3 0.7 -0.9 -0.6987
C 2.402 4.875 -1.768 -0.2 0.2 0.1 -1.1716
C 2.577 3.404 -1.881 0.5 0.0 -0.2 0.9004
C 3.815 2.939 -2.593 -0.1 -0.4 0.2 -1.4257
O 1.755 2.614 -1.455 1.1 0.2 -0.1 0.2561
H 3.257 5.432 -2.138 0.1 0.0 0.0 0.3952
H 2.191 5.150 -0.738 0.0 0.0 0.2 0.2759
H 1.504 5.122 -2.345 0.0 0.0 0.0 0.1542
H 4.666 3.553 -2.310 0.1 0.0 0.0 0.5030
H 3.643 3.066 -3.662 0.0 0.0 -0.1 0.3172
H 4.016 1.890 -2.378 -0.1 0.0 -0.1 0.2554